1.
{"formula": "C4H6N2O", "method": "ωB97M-V/def2-TZVPD", "elements": ["C", "C", "N", "C", "C", "O", "N", "H", "H", "H", "H", "H", "H"], "xyz": [[2.35, -0.01, -0.30], [1.25, -0.94, -0.67], [0.17, -0.60, -1.06], [-1.00, -0.11, -0.83], [-1.39, 0.07, 0.57], [-2.68, 0.43, 0.81], [-0.55, -0.13, 1.51], [3.30, -0.53, -0.23], [2.04, 0.35, 0.69], [2.44, 0.86, -0.96], [-1.65, 0.07, -1.67], [-3.19, 0.43, 0.00], [-1.01, -0.09, 2.42]], "e_homo_ev": -8.0, "total_energy_ha": -340.68184, "total_charge": 0, "gap_ev": 8.55}

---

2.
{"formula": "C4H6N2O", "method": "ωB97M-V/def2-TZVPD", "elements": ["C", "C", "C", "C", "H", "H", "H", "H", "H", "H", "N", "N", "O"], "xyz": [[-1.79, -0.71, -2.06], [0.97, -0.44, 0.07], [1.49, 0.10, 1.21], [0.74, 1.11, 1.93], [-2.45, 0.03, -1.62], [-2.01, -1.29, -2.93], [-0.86, 0.48, 0.05], [1.47, -1.15, -0.58], [2.44, -0.24, 1.60], [1.25, 1.64, 2.76], [-0.63, -0.88, -1.55], [-0.25, -0.17, -0.48], [-0.37, 1.51, 1.61]], "smiles": "C=NN/C=C\\C=O", "e_homo_ev": -8.6, "total_energy_ha": -340.70464, "total_charge": 0, "gap_ev": 8.97}

---

3.
{"formula": "C4H6N2O", "method": "ωB97M-V/def2-TZVPD", "elements": ["C", "N", "C", "C", "C", "O", "N", "H", "H", "H", "H", "H", "H"], "xyz": [[1.03, 1.03, 0.08], [-1.53, -0.35, 0.28], [0.84, -0.47, -0.04], [-1.31, 1.00, 0.18], [-0.40, -0.96, -0.26], [1.98, -1.22, -0.15], [-0.24, 1.62, 0.57], [1.74, -2.16, -0.12], [-2.44, -0.75, 0.07], [1.81, 1.24, 0.82], [1.33, 1.46, -0.88], [-2.24, 1.56, 0.06], [-0.57, -1.98, -0.59]], "smiles": "OC1=CNC=NC1", "e_homo_ev": -7.8, "total_energy_ha": -340.68873, "total_charge": 0, "gap_ev": 8.44}

---

4.
{"formula": "C4H6N2O", "method": "ωB97M-V/def2-TZVPD", "elements": ["N", "C", "C", "O", "N", "C", "C", "H", "H", "H", "H", "H", "H"], "xyz": [[1.16, 0.99, -1.30], [0.48, 0.30, -0.26], [-0.88, 0.35, -0.13], [-1.82, 1.10, -0.74], [-1.27, -0.57, 0.80], [-0.15, -1.22, 1.29], [0.95, -0.68, 0.68], [1.30, 0.36, -2.08], [2.10, 1.27, -1.03], [-1.37, 1.90, -1.07], [-2.23, -0.84, 0.94], [-0.24, -2.03, 2.01], [1.98, -0.93, 0.90]], "smiles": "Nc1cc[nH]c1O", "e_homo_ev": -7.6, "total_energy_ha": -340.75923, "total_charge": 0, "gap_ev": 8.55}

---

5.
{"formula": "C4H6N2O", "method": "ωB97M-V/def2-TZVPD", "elements": ["C", "N", "C", "C", "C", "N", "O", "H", "H", "H", "H", "H", "H"], "xyz": [[0.41, -0.64, -1.09], [0.66, 1.15, 1.38], [-1.17, 0.33, -0.75], [0.09, -0.94, 0.24], [-0.14, 0.03, 1.22], [1.03, -0.89, -2.14], [-2.32, 0.01, -0.80], [1.83, -1.52, -2.01], [1.15, 1.45, 0.55], [0.26, 1.92, 1.89], [-0.68, 1.28, -0.95], [-0.39, -1.91, 0.38], [-0.72, -0.26, 2.08]], "e_homo_ev": -7.2, "total_energy_ha": -340.60803, "total_charge": 0, "gap_ev": 7.76}

---

6.
{"formula": "C4H6N2O", "method": "ωB97M-V/def2-TZVPD", "elements": ["C", "C", "C", "C", "N", "N", "O", "H", "H", "H", "H", "H", "H"], "xyz": [[-1.87, -0.59, -1.29], [0.01, -0.96, 1.29], [0.28, 0.04, 0.29], [1.09, 1.20, 0.10], [-2.68, -1.27, -0.80], [-0.90, 0.20, -1.51], [0.97, -1.11, 0.31], [0.37, -0.67, 2.40], [-0.91, -1.56, 1.31], [0.31, 2.00, -0.06], [1.85, 1.01, -0.78], [1.65, 1.50, 0.96], [-0.19, 0.20, -2.24]], "e_homo_ev": [-9.0, -9.0], "total_energy_ha": -340.59585, "total_charge": 0, "gap_ev": [8.66, 8.66]}

---

7.
{"formula": "C4H6N2O", "method": "ωB97M-V/def2-TZVPD", "elements": ["C", "C", "C", "C", "N", "N", "O", "H", "H", "H", "H", "H", "H"], "xyz": [[0.82, 1.34, -0.69], [-0.13, 1.82, 0.26], [0.34, -1.01, -1.02], [0.47, -2.36, -0.48], [0.84, 0.07, -0.91], [-0.97, 0.99, 0.77], [-1.83, 1.57, 1.72], [1.55, 1.97, -1.17], [-0.13, 2.87, 0.54], [0.69, -3.07, -1.27], [1.24, -2.42, 0.30], [-0.49, -2.61, -0.04], [-2.40, 0.85, 1.99]], "e_homo_ev": -7.2, "total_energy_ha": -340.62347, "total_charge": 0, "gap_ev": 7.79}

---

8.
{"formula": "C4H6N2O", "method": "ωB97M-V/def2-TZVPD", "elements": ["N", "C", "C", "N", "C", "O", "C", "H", "H", "H", "H", "H", "H"], "xyz": [[0.68, 1.83, -0.71], [0.19, 0.58, -0.43], [-0.49, 0.28, 0.89], [-1.28, -0.91, 0.60], [-0.34, -1.57, -0.22], [0.08, -2.68, 0.05], [0.25, -0.56, -1.13], [0.80, 2.47, 0.07], [1.43, 1.88, -1.38], [-1.11, 1.10, 1.27], [-1.40, -1.47, 1.44], [0.32, -0.14, 1.53], [0.87, -0.80, -1.99]], "smiles": "NC1=CC(=O)NC1", "e_homo_ev": -8.9, "total_energy_ha": -340.75603, "total_charge": 0, "gap_ev": 9.57}

---

9.
{"formula": "C4H6N2O", "method": "ωB97M-V/def2-TZVPD", "elements": ["C", "O", "C", "N", "N", "C", "C", "H", "H", "H", "H", "H", "H"], "xyz": [[-2.22, 0.19, 0.19], [-1.26, -0.81, 0.52], [0.03, -0.60, 0.29], [0.37, 0.71, -0.22], [1.75, 0.64, -0.19], [2.13, -0.63, 0.15], [1.08, -1.50, 0.42], [-3.18, -0.18, 0.56], [-1.98, 1.16, 0.65], [-2.29, 0.32, -0.90], [2.28, 1.40, -0.57], [3.21, -0.82, 0.17], [0.08, 0.14, -1.09]], "smiles": "COC1=C=CNN1", "e_homo_ev": -7.8, "total_energy_ha": -340.59786, "total_charge": 0, "gap_ev": 8.49}

---

10.
{"formula": "C4H6N2O", "method": "ωB97M-V/def2-TZVPD", "elements": ["N", "C", "C", "N", "C", "O", "C", "H", "H", "H", "H", "H", "H"], "xyz": [[-2.03, 0.73, -0.30], [-0.77, 0.15, -0.12], [-0.41, -1.14, -0.35], [1.02, -1.25, -0.25], [1.50, -0.05, 0.12], [2.58, 0.28, 0.74], [0.46, 0.94, 0.15], [-2.78, 0.05, -0.38], [-2.26, 1.42, 0.41], [-1.00, -2.00, -0.65], [1.48, -2.11, 0.00], [1.61, 1.13, 1.09], [0.58, 1.84, -0.45]], "e_homo_ev": -7.7, "total_energy_ha": -340.66545, "total_charge": 0, "gap_ev": 8.61}

---

11.
{"formula": "C4H6N2O", "method": "ωB97M-V/def2-TZVPD", "elements": ["N", "C", "C", "N", "C", "O", "C", "H", "H", "H", "H", "H", "H"], "xyz": [[-1.95, 0.64, -0.21], [-0.62, 0.34, -0.14], [-0.17, -1.07, 0.17], [1.22, -1.04, -0.24], [1.66, 0.29, -0.12], [2.80, 0.61, 0.13], [0.46, 1.13, -0.29], [-2.60, -0.02, 0.19], [-2.23, 1.60, -0.12], [-0.76, -1.85, -0.31], [1.85, -1.71, 0.18], [-0.22, -1.20, 1.26], [0.50, 2.20, -0.43]], "smiles": "NC1=CC(=O)NC1", "e_homo_ev": -8.8, "total_energy_ha": -340.78233, "total_charge": 0, "gap_ev": 9.50}

---

12.
{"formula": "C4H6N2O", "method": "ωB97M-V/def2-TZVPD", "elements": ["C", "O", "C", "C", "N", "C", "N", "H", "H", "H", "H", "H", "H"], "xyz": [[-2.02, -1.42, -0.83], [-2.09, -0.32, 0.10], [-0.97, 0.25, 0.39], [-0.94, 1.37, 1.46], [0.37, 1.55, 1.40], [1.06, 0.92, 0.24], [0.17, -0.01, -0.21], [-1.48, -1.11, -1.72], [-3.05, -1.69, -1.05], [-1.49, -2.25, -0.35], [5.32, 0.09, -1.14], [0.83, 2.28, 1.93], [4.66, 0.32, -1.01]], "e_homo_ev": -9.0, "total_energy_ha": -340.54584, "total_charge": 0, "gap_ev": 7.36}

---

13.
{"formula": "C4H6N2O", "method": "ωB97M-V/def2-TZVPD", "elements": ["C", "C", "N", "C", "C", "O", "N", "H", "H", "H", "H", "H", "H"], "xyz": [[-0.82, -1.21, 1.63], [-0.42, -0.23, 0.57], [-0.86, 0.99, 0.44], [-0.19, 1.53, -0.64], [0.68, 0.61, -1.15], [1.57, 0.58, -2.17], [0.53, -0.52, -0.38], [-1.79, -0.92, 2.03], [-0.10, -1.22, 2.46], [-0.89, -2.23, 1.23], [-0.37, 2.54, -0.98], [1.63, 1.47, -2.53], [1.03, -1.38, -0.52]], "smiles": "Cc1ncc(O)[nH]1", "e_homo_ev": -8.0, "total_energy_ha": -340.77463, "total_charge": 0, "gap_ev": 8.72}

---

14.
{"formula": "C4H6N2O", "method": "ωB97M-V/def2-TZVPD", "elements": ["C", "C", "C", "C", "N", "N", "O", "H", "H", "H", "H", "H", "H"], "xyz": [[1.10, -0.82, 0.27], [-1.16, 0.23, 0.16], [2.35, -1.36, 0.26], [-1.19, 1.64, -0.40], [0.02, -0.42, 0.20], [-2.26, -0.27, 0.26], [-3.41, -0.59, 0.57], [2.34, -2.20, 0.84], [3.05, -0.63, 0.62], [2.55, -1.72, -0.79], [-0.60, 2.40, 0.14], [-2.16, 2.00, -0.85], [-0.62, 1.74, -1.27]], "smiles": "CC#[N+]C(C)=[N+]=O", "e_homo_ev": -21.6, "total_energy_ha": -339.82502, "total_charge": 2, "gap_ev": 8.63}

---

15.
{"formula": "C4H6N2O2", "method": "ωB97M-V/def2-TZVPD", "elements": ["C", "C", "C", "C", "H", "H", "H", "H", "H", "H", "N", "N", "O", "O"], "xyz": [[-0.83, -0.50, -1.05], [-0.57, -1.17, 0.13], [0.37, -0.29, 0.92], [0.77, 0.78, 0.16], [-2.92, -1.21, -1.05], [-1.30, -1.71, -2.17], [-0.87, -2.38, 0.24], [1.41, -0.25, 2.29], [1.09, 2.76, 0.47], [-0.33, 1.60, -1.63], [-1.94, -0.84, -1.99], [0.01, 0.61, -0.95], [0.63, -0.62, 2.38], [1.61, 1.85, 0.31]], "e_homo_ev": -8.2, "total_energy_ha": -415.78300, "total_charge": 0, "gap_ev": 8.38}

---

16.
{"formula": "C4H6N2O2", "method": "ωB97M-V/def2-TZVPD", "elements": ["C", "C", "C", "C", "N", "N", "O", "O", "H", "H", "H", "H", "H", "H"], "xyz": [[-1.03, 1.09, -0.14], [-1.00, -1.13, -0.30], [0.27, 0.77, 0.55], [0.28, -0.79, 0.50], [-1.67, 0.11, -0.60], [1.43, 1.12, -0.26], [1.45, -1.14, -0.19], [2.28, 0.08, -0.14], [-1.38, 2.10, -0.28], [-0.76, -1.64, -1.23], [-1.68, -1.76, 0.27], [0.37, 1.18, 1.56], [0.28, -1.24, 1.50], [1.16, 1.25, -1.24]], "smiles": "C1=NC[C@H]2OON[C@@H]12", "e_homo_ev": -9.8, "total_energy_ha": -415.85039, "total_charge": 0, "gap_ev": 10.75}

---

17.
{"formula": "C4H6N2O2", "method": "ωB97M-V/def2-TZVPD", "elements": ["C", "C", "C", "C", "H", "H", "H", "H", "H", "H", "N", "N", "O", "O"], "xyz": [[-0.10, 0.35, 0.41], [1.21, 0.81, -0.32], [-1.21, -0.56, -0.18], [-0.22, -1.68, -0.61], [-0.22, 1.92, 2.79], [1.68, 1.55, 0.49], [-2.21, -0.32, 0.06], [-0.46, -2.77, -0.73], [0.91, -1.53, -0.02], [-0.15, -0.23, -2.07], [-0.40, 0.94, 1.40], [-0.88, -0.82, -1.75], [0.42, 1.80, 1.96], [1.63, 0.54, -1.42]], "smiles": "O=C/C(=N\\O)[C@@H]1CN1", "e_homo_ev": -9.4, "total_energy_ha": -415.77481, "total_charge": 0, "gap_ev": 9.45}

---

18.
{"formula": "C4H6N2O2", "method": "ωB97M-V/def2-TZVPD", "elements": ["C", "N", "N", "C", "C", "C", "O", "O", "H", "H", "H", "H", "H", "H"], "xyz": [[-0.19, -1.73, 0.05], [-0.27, -0.30, -0.17], [-1.44, 0.53, 0.20], [0.44, 0.70, 0.58], [-0.07, 0.94, -1.43], [0.81, 1.54, -0.46], [0.93, 0.44, 1.81], [-0.33, 0.72, -2.56], [1.68, 1.01, 1.99], [-2.21, -0.15, 0.16], [1.19, 2.54, -0.44], [-0.89, -2.21, -0.64], [0.83, -2.06, -0.15], [-0.48, -1.98, 1.07]], "e_homo_ev": -7.8, "total_energy_ha": -415.81191, "total_charge": 0, "gap_ev": 8.17}

---

19.
{"formula": "C4H6N2O2", "method": "ωB97M-V/def2-TZVPD", "elements": ["C", "C", "C", "C", "H", "H", "H", "H", "H", "H", "N", "N", "O", "O"], "xyz": [[3.49, -0.02, 0.01], [0.05, 0.54, -0.12], [-2.07, -0.76, 0.67], [-2.39, 0.05, -0.71], [4.26, 0.70, 0.83], [0.49, 1.84, -0.33], [-2.20, -0.22, 1.61], [-2.23, -1.89, 0.57], [-2.83, -0.48, -1.57], [-2.60, 1.23, -0.39], [1.17, -0.30, 0.15], [-1.00, -0.31, -0.35], [3.69, -1.05, -0.50], [2.17, 0.67, 0.13]], "e_homo_ev": -8.4, "total_energy_ha": -415.74561, "total_charge": 0, "gap_ev": 8.92}

---

20.
{"formula": "C4H6N2O2", "method": "ωB97M-V/def2-TZVPD", "elements": ["C", "C", "C", "C", "H", "H", "H", "H", "H", "H", "N", "N", "O", "O"], "xyz": [[-0.98, 0.06, -0.01], [0.69, -1.43, -0.03], [1.27, -0.18, 0.05], [0.20, 0.80, 0.02], [-2.58, 1.03, -0.64], [-2.58, 0.74, 1.04], [-1.46, -1.97, -0.09], [1.12, -2.39, -0.01], [3.16, -0.33, -0.44], [1.25, 2.33, -0.06], [-2.34, 0.34, 0.13], [-0.69, -1.28, -0.07], [2.60, 0.19, 0.20], [0.34, 2.10, -0.10]], "smiles": "Nc1[nH]cc(O)c1O", "e_homo_ev": -7.5, "total_energy_ha": -415.98043, "total_charge": 0, "gap_ev": 8.26}